Entry 1:
Here is a molecular structure, C31H38MnNO2 from the OMol25 dataset. Energies are from the ωB97M-V functional and the def2-TZVPD basis.

Its total charge is +1. The expectation value of S² is 3.890. The value obtained for the LUMO energy (alpha / beta) is -3.397 / -3.766 eV. Its energy above the lowest of the compared OMol25 structures with the same formula, charge and spin is 8.6 kcal/mol. The frontier orbital gap (alpha / beta) is 6.58 / 6.92 eV. As for the spin multiplicity: 4. The HOMO energy (alpha / beta) comes out at -9.98 / -10.69 eV.

Atoms and positions in Å:
O: 0.85 2.91 1.24
C: 1.23 3.67 0.03
C: 1.10 5.04 0.67
H: 0.51 3.48 -0.77
H: 2.26 3.45 -0.28
C: 0.74 4.23 1.92
H: 0.28 5.65 0.27
H: 2.03 5.60 0.74
C: -0.66 4.55 2.41
H: -1.42 4.25 1.67
H: -0.74 5.64 2.53
H: -0.85 4.10 3.39
C: 1.80 4.31 3.00
H: 2.79 4.14 2.56
H: 1.60 3.57 3.78
H: 1.78 5.31 3.46
Mn: 0.91 0.70 1.87
C: 2.33 -0.83 2.28
C: 1.79 -0.96 0.95
C: 2.18 0.20 0.20
H: 1.24 -1.81 0.53
C: 2.94 1.05 1.08
C: 2.97 0.45 2.38
H: 3.50 0.84 3.26
H: 2.33 -1.59 3.06
H: 2.05 0.34 -0.87
H: 3.54 1.90 0.77
C: -0.33 -0.87 2.66
C: -0.02 0.08 3.69
C: -0.56 1.35 3.30
H: 0.48 -0.14 4.64
C: -1.19 1.19 2.01
C: -1.04 -0.19 1.61
H: -1.50 -0.65 0.74
H: -0.16 -1.94 2.70
H: -0.63 2.22 3.95
H: -1.79 1.92 1.49
O: -2.00 2.21 -2.82
C: -1.00 1.71 -1.92
C: 0.35 1.56 -2.66
H: -1.33 0.74 -1.51
H: -0.97 2.41 -1.06
C: 0.05 1.99 -4.13
H: 0.69 0.51 -2.61
H: 1.14 2.18 -2.21
C: -1.35 2.64 -4.05
H: 0.07 1.09 -4.77
H: 0.79 2.70 -4.49
H: -1.99 2.35 -4.90
H: -1.22 3.74 -4.02
C: -0.90 -2.54 -4.57
C: -0.98 -1.52 -3.61
C: -0.79 -1.81 -2.26
C: -0.67 -3.16 -1.82
C: -0.66 -4.19 -2.81
C: -0.74 -3.87 -4.16
N: -0.55 -3.38 -0.47
C: -0.99 -4.51 0.15
C: -2.13 -5.26 -0.27
C: -2.51 -6.42 0.39
C: -1.77 -6.88 1.49
C: -0.67 -6.15 1.95
C: -0.30 -4.96 1.31
H: -0.98 -2.30 -5.63
H: -1.19 -0.50 -3.91
H: -0.78 -1.05 -1.49
H: -0.60 -5.23 -2.47
H: -0.68 -4.67 -4.90
H: -2.70 -4.90 -1.14
H: -3.38 -6.98 0.04
H: -2.05 -7.81 1.99
H: -0.09 -6.49 2.81
H: 0.54 -4.36 1.67

Partial charges, Mulliken, in e:
1. O -0.131
2. C -0.495
3. C -0.792
4. H -0.112
5. H 0.473
6. C 1.181
7. H 0.386
8. H 0.307
9. C -1.659
10. H 0.349
11. H 0.476
12. H 0.310
13. C -1.552
14. H 0.388
15. H 0.198
16. H 0.472
17. Mn 0.356
18. C -0.454
19. C 0.078
20. C -0.293
21. H 0.262
22. C -0.757
23. C -0.712
24. H 0.496
25. H 0.560
26. H 0.696
27. H 0.605
28. C -0.634
29. C -0.961
30. C -0.123
31. H 0.470
32. C -0.793
33. C -0.123
34. H 0.595
35. H 0.677
36. H 0.660
37. H 0.601
38. O -0.530
39. C 0.550
40. C 0.016
41. H -0.190
42. H 0.050
43. C -0.899
44. H 0.226
45. H 0.229
46. C -0.593
47. H 0.324
48. H 0.327
49. H 0.351
50. H 0.322
51. C -0.692
52. C -0.328
53. C 0.915
54. C -0.329
55. C -0.215
56. C -0.729
57. N -0.118
58. C 0.022
59. C -0.106
60. C -0.698
61. C -0.380
62. C -0.731
63. C -0.059
64. H 0.406
65. H 0.521
66. H -0.620
67. H 0.540
68. H 0.365
69. H 0.537
70. H 0.374
71. H 0.374
72. H 0.376
73. H 0.386

Entry 2:
Here is a single C3H7NO molecule from the OMol25 dataset. Energies are from the ωB97M-V functional and the def2-TZVPD basis.

The SMILES is CN(C)C=O. The value obtained for the LUMO energy is 0.838 eV. Its energy above the lowest of the compared OMol25 structures with the same formula, charge and spin is 24.1 kcal/mol. The frontier orbital gap is 10.09 eV. The HOMO energy comes out at -9.25 eV.

Atoms and positions in Å:
C: 1.08 -1.19 0.45
N: 0.37 0.04 0.83
C: 0.83 0.88 1.95
C: -0.85 0.36 0.27
O: -1.31 -0.33 -0.68
H: 0.45 -2.06 0.39
H: 1.92 -1.44 1.12
H: 1.43 -1.04 -0.56
H: 1.88 0.65 2.15
H: 0.23 0.70 2.86
H: 0.73 1.95 1.69
H: -1.38 1.25 0.56

Partial charges, Mulliken, in e:
1. C -0.811
2. N 0.088
3. C -0.875
4. C -0.003
5. O -0.603
6. H 0.312
7. H 0.315
8. H 0.284
9. H 0.309
10. H 0.303
11. H 0.314
12. H 0.368

Entry 3:
Here is a single C5H13NS molecule from the OMol25 dataset. Energies are from the ωB97M-V functional and the def2-TZVPD basis.

The SMILES is CN(C)CCCS. The value obtained for the LUMO energy is 0.906 eV. Its energy above the lowest of the compared OMol25 structures with the same formula, charge and spin is 70.0 kcal/mol. The frontier orbital gap is 9.35 eV. The HOMO energy comes out at -8.44 eV.

Atoms and positions in Å:
C: -2.85 -1.27 -1.15
N: -1.80 -0.71 -0.32
C: -2.40 0.21 0.64
C: -0.52 -0.37 -1.11
C: 0.32 0.23 0.10
C: 1.85 0.08 -0.22
S: 2.74 0.84 1.06
H: -2.12 -1.91 -1.97
H: -3.58 -0.56 -1.60
H: -3.48 -1.98 -0.45
H: -2.73 1.16 0.16
H: -1.54 0.35 1.30
H: -3.24 -0.14 1.32
H: -0.50 0.28 -1.96
H: 0.10 -1.34 -1.29
H: 0.34 -0.29 1.13
H: 0.20 1.30 0.29
H: 2.09 0.50 -1.19
H: 1.93 -0.96 -0.46
H: 2.91 1.95 0.43

Partial charges, Mulliken, in e:
1. C -0.866
2. N 0.070
3. C -0.916
4. C -0.675
5. C -0.541
6. C -0.953
7. S -0.215
8. H 0.302
9. H 0.274
10. H 0.264
11. H 0.313
12. H 0.318
13. H 0.295
14. H 0.268
15. H 0.382
16. H 0.327
17. H 0.395
18. H 0.381
19. H 0.463
20. H 0.112

Entry 4:
Here is 2 unconnected molecules or ions with the total composition C4H9NO2S from the OMol25 dataset. Energies are from the ωB97M-V functional and the def2-TZVPD basis.

The value obtained for the LUMO energy (alpha / beta) is 0.132 / 0.131 eV. Its energy above the lowest of the compared OMol25 structures with the same formula, charge and spin is 86.1 kcal/mol. The frontier orbital gap (alpha / beta) is 7.95 / 7.95 eV. The HOMO energy (alpha / beta) comes out at -7.82 / -7.81 eV.

Atoms and positions in Å:
C: -0.06 -0.75 0.25
C: 2.22 -0.17 -0.38
C: 0.56 1.58 0.37
C: -3.19 -1.21 -0.36
N: 0.86 0.21 0.06
O: -0.01 -1.96 0.47
O: -2.41 1.34 -0.57
S: -2.37 0.25 0.40
H: 2.98 0.03 0.28
H: 2.22 -1.14 -0.83
H: 2.29 0.58 -1.20
H: 1.39 2.11 -0.04
H: -0.37 1.88 -0.14
H: 0.48 1.57 1.51
H: -2.88 -2.12 0.14
H: -3.19 -1.04 -1.46
H: -4.29 -1.19 -0.17

Partial charges, Mulliken, in e:
1. C 0.456
2. C -0.962
3. C -0.918
4. C -0.878
5. N 0.049
6. O -0.541
7. O -0.580
8. S 0.365
9. H 0.341
10. H 0.329
11. H 0.373
12. H 0.352
13. H 0.381
14. H 0.278
15. H 0.325
16. H 0.294
17. H 0.337

In the order shown, the computed max |F| values come out to 2.2, 4.6, 5.7, 4.1 eV/Å.